43
Properties=species:S:1:pos:R:3 method="wB97M-V/def2-TZVPD" total_charge=+2 s_squared=3.783 lumo_energy_ha="-0.2319 / -0.3855" total_energy_ha=-3644.41035 relative_energy_kj_mol=109.4 mol_weight_g_mol=618.730 multiplicity=4 max_force_ev_per_a=7.95
Re -0.941 0.107 0.400
Cl 4.911 2.048 -0.588
Cl 2.087 2.279 0.611
Cl 5.695 -0.395 -2.303
Cl 3.640 -2.644 -2.839
Cl 0.793 -2.453 -1.673
P -1.725 1.083 -1.573
P -0.342 -1.135 2.297
O -1.146 2.833 1.994
C 2.442 0.904 -0.344
C 1.496 -0.084 -0.579
C -3.498 1.108 -1.967
C 4.138 -0.274 -1.651
C 0.546 -0.096 3.498
C -0.993 1.820 1.381
C -1.595 -2.071 3.214
C 3.193 -1.284 -1.893
C -1.139 2.805 -1.712
C 0.924 -2.377 1.913
C -0.954 0.344 -3.044
C 3.768 0.838 -0.870
C 1.899 -1.168 -1.343
H -2.135 -2.711 2.505
H 1.800 -1.896 1.482
H 1.170 -2.865 2.856
H -1.713 3.457 -1.046
H 0.516 -3.087 1.200
H -4.005 1.735 -1.220
H -2.105 -0.237 1.519
H 0.132 0.404 -2.969
H -3.873 0.078 -1.888
H -1.252 -0.702 -3.099
H -0.078 2.882 -1.445
H -1.692 -1.556 -0.371
H -1.320 0.901 -3.907
H -2.299 -1.356 3.660
H -1.084 -2.664 3.981
H -1.286 3.120 -2.751
H -0.150 0.569 4.019
H 1.023 -0.767 4.222
H -2.535 0.486 0.309
H 1.306 0.517 2.999
H -3.620 1.504 -2.982



42
Properties=species:S:1:pos:R:3 method="wB97M-V/def2-TZVPD" total_charge=+3 lumo_energy_ha="-0.4367 / -0.4363" total_energy_ha=-1383.72353 relative_energy_kj_mol=20.0 mol_weight_g_mol=397.328 max_force_ev_per_a=1.28
Mo -0.708 -0.272 -0.250
S -1.470 -1.536 1.499
O 1.077 0.653 -0.862
O 0.079 -1.505 -1.631
O -2.190 -0.559 -1.622
O -1.242 1.606 -0.762
N 0.173 -1.229 3.656
N 0.451 -0.036 1.628
C 1.248 -0.597 4.184
C -0.145 -0.884 2.464
C -2.986 0.620 -2.030
C -0.259 2.681 -0.621
C 1.556 0.577 2.114
C 1.542 -1.572 -1.687
C 1.035 2.085 -1.169
C -0.837 -2.444 -2.292
C 1.979 -0.119 -1.725
C -2.663 1.770 -1.077
C 1.958 0.342 3.402
C 1.620 -0.909 5.578
C -2.023 -1.584 -2.683
H -2.828 2.728 -1.569
H 3.005 -0.006 -1.375
H 1.854 -2.080 -2.599
H -0.558 3.524 -1.243
H 1.884 0.295 -2.729
H -2.679 0.855 -3.050
H 1.881 -2.125 -0.813
H -0.357 -2.859 -3.177
H 1.055 -0.237 6.236
H -0.226 2.979 0.426
H -4.041 0.353 -2.005
H -1.079 -3.233 -1.582
H 2.087 1.260 1.466
H -3.222 1.734 -0.143
H -1.837 -1.039 -3.607
H 1.072 2.169 -2.255
H 2.678 -0.739 5.766
H -2.941 -2.164 -2.762
H 2.815 0.857 3.812
H 1.912 2.568 -0.740
H 1.331 -1.927 5.831



38
Properties=species:S:1:pos:R:3 method="wB97M-V/def2-TZVPD" smiles="CC(C)CCn1nc2c(cc1=O)CCNCC2" lumo_energy_ha=0.0097 total_energy_ha=-747.37134 relative_energy_kj_mol=340.6 mol_weight_g_mol=235.331 max_force_ev_per_a=3.64
O 1.516 2.481 -2.202
N -0.766 -3.080 0.268
N 0.272 1.989 -0.361
N -0.605 1.142 0.308
C 0.388 -2.909 -0.642
C 3.166 2.024 3.037
C 2.060 3.045 1.013
C 1.819 2.336 2.346
C 0.724 0.335 -2.112
C 0.828 1.674 -1.586
C -1.933 -2.308 0.203
C 0.862 3.078 3.245
C -1.598 -0.987 0.741
C 0.629 3.197 0.269
C 0.083 -1.974 -1.882
C -0.663 -0.117 -0.150
C 0.045 -0.598 -1.410
H 0.713 -2.030 -2.821
H -2.687 -2.837 0.926
H -2.546 -0.416 0.899
H 1.332 1.416 2.235
H 0.828 -3.794 -1.029
H 3.533 1.083 2.601
H 0.981 4.156 3.013
H -0.201 2.788 3.126
H 3.938 2.713 2.798
H -1.191 -1.193 1.790
H -0.905 -2.312 -2.231
H 1.102 2.926 4.264
H 3.091 1.913 4.093
H -2.348 -2.168 -0.803
H 1.062 -2.557 0.037
H 2.446 4.057 1.194
H -0.060 3.434 1.010
H 1.145 0.173 -3.101
H 2.722 2.621 0.299
H 0.690 3.910 -0.466
H -0.364 -3.104 1.189



40
Properties=species:S:1:pos:R:3 method="wB97M-V/def2-TZVPD" smiles="CCc1c(C(=O)NNC(=S)NCC(C)C)csc1C" lumo_energy_ha=0.0265 total_energy_ha=-1543.85813 relative_energy_kj_mol=7.6 mol_weight_g_mol=299.465 max_force_ev_per_a=0.77
S 2.568 3.560 -3.214
S -1.685 -1.737 -1.013
O 2.598 0.373 0.015
N -0.314 -3.193 0.670
N 0.404 0.164 -0.382
N 0.400 -0.993 0.391
C 0.597 -3.569 1.725
C 1.605 0.774 -0.576
C 2.753 2.221 -2.174
C 1.603 1.918 -1.500
C -1.871 2.138 -2.113
C 0.914 3.762 -2.721
C -0.199 -1.876 3.439
C 0.111 4.870 -3.305
C -0.835 2.793 -1.196
C -1.267 -4.143 3.328
C 0.028 -3.356 3.142
C -0.447 -1.996 0.071
C 0.533 2.818 -1.811
H -2.840 2.110 -1.620
H -0.936 -1.456 2.760
H -0.506 4.509 -4.129
H 3.688 1.701 -2.113
H 1.529 -3.010 1.617
H -1.122 -5.193 3.083
H -1.600 -4.078 4.361
H -0.566 -1.753 4.455
H 0.826 -4.630 1.591
H 0.766 5.648 -3.690
H 0.778 -3.743 3.840
H -1.150 3.820 -0.997
H -1.596 1.118 -2.372
H 0.726 -1.313 3.342
H -2.055 -3.741 2.696
H -1.069 -3.835 0.476
H -1.970 2.701 -3.037
H 1.328 -1.152 0.781
H -0.797 2.270 -0.240
H -0.549 5.304 -2.555
H -0.385 0.195 -1.027



38
Properties=species:S:1:pos:R:3 method="wB97M-V/def2-TZVPD" smiles="CCCCOCCCNC(=O)Cc1cccs1" lumo_energy_ha=0.0275 total_energy_ha=-1111.38756 relative_energy_kj_mol=0.0 mol_weight_g_mol=255.383 max_force_ev_per_a=0.70
S 0.829 -2.521 -0.621
O 3.798 1.473 -0.925
O -0.671 0.479 0.794
N 1.564 1.174 -0.744
C -2.568 -1.284 -1.974
C 2.917 -0.751 -1.253
C -2.635 0.141 -1.440
C -3.012 0.207 0.041
C -0.703 1.822 1.233
C 1.569 -2.443 1.823
C 0.631 -3.000 1.019
C -1.874 -0.235 0.967
C 2.208 -1.550 -0.216
C 1.270 2.488 -0.223
C 2.826 0.749 -0.945
C 0.708 2.405 1.198
C 2.468 -1.612 1.118
H -1.795 -1.856 -1.468
H 0.549 2.987 -0.881
H -3.871 -0.439 0.234
H 1.367 1.781 1.803
H -1.098 1.862 2.260
H 2.207 3.050 -0.231
H 3.281 -1.080 1.580
H -2.338 -1.276 -3.037
H -3.521 -1.789 -1.834
H -1.362 2.423 0.590
H -1.669 0.629 -1.582
H 0.677 3.405 1.633
H -2.204 -0.156 2.014
H -0.164 -3.669 1.280
H 0.824 0.495 -0.621
H -1.608 -1.275 0.766
H 1.621 -2.614 2.884
H -3.378 0.701 -2.014
H 3.977 -1.013 -1.288
H -3.305 1.228 0.296
H 2.482 -0.933 -2.237



43
Properties=species:S:1:pos:R:3 method="wB97M-V/def2-TZVPD" smiles="COCCCCC[C@@]1(N=C=O)COC(=O)O1.COC(=O)OC" lumo_energy_ha=-0.0163 total_energy_ha=-1164.34627 mol_weight_g_mol=319.310 max_force_ev_per_a=10.86
O -0.250 -0.700 3.947
O 1.673 1.090 -6.133
O -3.662 -0.198 0.631
O -0.011 2.478 -5.881
O -2.046 -0.645 5.425
O 2.161 0.963 1.079
O 0.868 1.468 -4.014
O 0.290 -0.173 6.373
N -2.131 0.109 2.850
C 0.727 1.070 0.652
C 0.846 1.659 -5.220
C -2.361 -1.732 4.471
C -0.947 3.150 -5.040
C 0.109 -2.033 1.091
C -0.561 -0.476 5.381
C -0.297 -1.310 -0.323
C -2.838 0.034 1.677
C 2.635 0.197 -5.576
C 2.251 0.881 2.546
C -1.460 -1.195 3.211
C -1.204 -2.349 2.078
C 0.529 0.083 -0.642
H -2.163 -2.662 1.464
H -1.476 -1.165 -0.442
H -1.581 3.777 -5.673
H -1.586 2.429 -4.520
H -0.125 0.661 -1.455
H 2.219 -0.227 2.970
H 0.489 2.198 0.444
H -1.913 -2.753 4.826
H -3.493 -1.690 4.118
H 0.528 -3.115 0.809
H -0.429 3.797 -4.325
H 0.101 0.714 1.579
H 1.587 -0.102 -1.151
H -0.886 -3.333 2.675
H 2.139 -0.642 -5.078
H 3.297 0.725 -4.883
H 3.242 -0.199 -6.395
H 1.431 1.478 3.129
H -0.003 -2.060 -1.204
H 0.975 -1.509 1.687
H 3.324 1.309 2.842



41
Properties=species:S:1:pos:R:3 method="wB97M-V/def2-TZVPD" total_charge=+1 lumo_energy_ha=-0.1495 total_energy_ha=-1357.27527 mol_weight_g_mol=305.372 max_force_ev_per_a=0.72
S -1.311 -1.825 -0.945
O -2.222 5.292 2.386
O 1.607 -0.356 -5.222
O -1.087 -2.226 0.571
O -2.739 4.068 4.639
O -1.764 -0.138 2.777
O -1.153 1.116 0.553
C -1.671 3.271 1.342
C -2.077 3.988 2.406
C 1.147 -1.184 1.149
C -1.541 1.845 1.464
C 2.612 -1.594 1.050
C 1.862 0.234 -3.955
C 0.241 -1.503 -3.138
C -1.887 1.189 2.776
C 1.553 -0.786 -2.877
C -2.399 3.339 3.733
C -2.285 1.891 3.840
C 0.254 -2.414 1.137
C -0.089 -2.536 -2.023
H -1.432 3.727 0.392
H 0.813 -2.812 -1.486
H -0.540 -3.427 -2.447
H 2.906 0.534 -3.873
H 2.897 -1.878 0.039
H -2.519 5.562 3.279
H -0.926 -0.529 -0.980
H -1.489 -0.382 1.875
H 0.037 -2.714 2.157
H 1.247 1.125 -3.809
H 2.274 -0.063 -5.845
H 0.866 -0.453 0.394
H 1.008 -0.683 2.105
H 1.496 -0.254 -1.925
H 2.802 -2.439 1.708
H 3.258 -0.782 1.367
H -0.578 -0.784 -3.224
H 0.281 -2.060 -4.067
H 0.727 -3.272 0.666
H -2.534 1.430 4.786
H 2.354 -1.518 -2.779



46
Properties=species:S:1:pos:R:3 method="wB97M-V/def2-TZVPD" total_charge=+1 lumo_energy_ha=-0.1637 total_energy_ha=-9006.96092 mol_weight_g_mol=551.827 max_force_ev_per_a=4.29
Br -3.509 2.161 -3.869
Br -6.063 1.943 -1.949
Br -3.553 3.733 -1.077
P 2.281 2.015 0.794
O -1.405 1.083 -1.111
O -0.417 -1.832 -1.534
O -2.007 -1.167 0.996
O 2.223 2.235 2.279
N 0.696 1.799 -2.259
N 1.925 0.320 0.467
C 0.893 -0.087 -0.417
C -2.552 -1.807 -0.162
C 2.437 -2.086 0.931
C -3.463 0.801 1.336
C 2.710 -0.636 1.121
C -1.453 -2.647 -0.937
C -3.067 -0.652 1.839
C 0.580 -1.502 -0.647
C 3.898 -0.311 2.076
C 5.194 -0.976 1.407
C 5.344 -0.729 0.048
C -4.608 3.062 -2.553
C 1.377 -2.560 0.049
B -0.033 0.957 -1.265
H 5.525 -1.546 -0.698
H -2.994 -1.083 -0.901
H 3.723 -0.854 3.048
H -2.526 1.419 1.329
H 4.142 0.771 2.203
H -1.693 1.572 -1.920
H -2.006 -3.124 -1.800
H -5.050 3.924 -3.043
H -1.080 -3.495 -0.305
H 3.600 2.265 0.297
H -3.971 -1.317 1.853
H 5.231 0.309 -0.384
H 1.696 1.562 -2.197
H -3.354 -2.553 0.136
H 0.597 2.788 -2.008
H 1.367 2.924 0.209
H 3.036 -2.861 1.473
H 1.189 -3.650 -0.085
H -2.672 -0.545 2.888
H -4.195 1.276 2.053
H 5.920 -1.604 1.976
H -3.914 0.704 0.315



40
Properties=species:S:1:pos:R:3 method="wB97M-V/def2-TZVPD" total_charge=-1 s_squared=2.005 lumo_energy_ha="0.1002 / 0.1003" total_energy_ha=-1255.61160 relative_energy_kj_mol=0.0 mol_weight_g_mol=376.044 multiplicity=3 max_force_ev_per_a=7.03
Pr -0.010 0.425 0.121
O 2.210 2.261 1.865
O 0.828 1.046 3.444
N 1.763 -0.830 -0.447
C -1.399 -1.936 0.580
C 2.176 2.960 3.127
C 3.002 0.903 4.475
C -2.605 0.017 0.252
C -1.506 -1.714 -0.820
C 3.535 3.566 3.312
C -2.071 -0.868 1.255
C -2.241 -0.515 -1.026
C 1.929 -0.053 -1.670
C 1.114 4.081 3.040
C 1.809 1.834 4.148
C 1.146 2.296 5.408
C 0.827 0.875 -2.057
B 1.344 1.282 2.211
H 3.769 1.439 5.052
H 2.840 0.561 -1.621
H 0.225 2.846 5.162
H -0.923 -2.789 1.053
H 1.395 4.758 2.216
H -3.152 0.938 0.434
H 2.033 -0.763 -2.505
H 1.083 4.659 3.977
H 2.614 0.062 5.073
H 0.095 3.708 2.827
H -1.121 -2.363 -1.597
H 3.560 4.047 4.301
H 4.305 2.785 3.240
H -2.176 -0.748 2.328
H 3.688 4.317 2.522
H 0.956 1.943 -1.864
H 2.562 -1.473 -0.369
H -2.467 -0.060 -1.994
H 0.183 0.597 -2.863
H 3.476 0.467 3.575
H 0.904 1.406 6.008
H 1.858 2.942 5.943



39
Properties=species:S:1:pos:R:3 method="wB97M-V/def2-TZVPD" total_charge=-1 lumo_energy_ha=0.0845 total_energy_ha=-3512.28542 mol_weight_g_mol=494.032 max_force_ev_per_a=2.86
I -2.019 0.574 4.129
Nb -0.410 1.480 1.919
Br -2.584 3.381 -0.774
O 0.209 -1.721 -0.049
C 3.042 0.829 -3.736
C 1.267 -2.203 -0.829
C 1.854 -1.153 -1.856
C -0.774 -2.373 2.164
C 0.428 -1.699 1.364
C -1.878 0.697 0.360
C 1.633 0.923 -3.374
C 3.272 -1.249 -2.272
C 3.862 -0.271 -3.197
C -4.031 1.943 1.301
C 0.930 -0.333 1.969
C 1.088 -0.074 -2.449
C -3.126 1.657 0.056
H 0.855 -3.032 -1.487
H -1.372 3.014 1.996
H 0.951 1.723 -3.742
H -1.323 0.627 -0.613
H 1.238 -0.523 3.039
H -5.018 2.388 0.978
H 0.540 2.206 0.536
H 3.955 -2.056 -1.911
H -4.225 1.002 1.893
H 3.435 1.596 -4.443
H 4.930 -0.325 -3.503
H -3.783 1.150 -0.711
H 1.894 -0.071 1.427
H -0.990 -3.351 1.638
H -2.330 -0.307 0.571
H 0.711 2.266 3.143
H -1.713 -1.775 2.142
H 2.153 -2.639 -0.305
H -0.400 -2.530 3.206
H 0.010 0.008 -2.190
H -3.553 2.655 2.030
H 1.273 -2.433 1.581



45
Properties=species:S:1:pos:R:3 method="wB97M-V/def2-TZVPD" total_charge=+1 lumo_energy_ha=-0.1798 total_energy_ha=-3963.87380 mol_weight_g_mol=411.213 max_force_ev_per_a=4.77
Br 1.119 -1.196 4.926
P 1.583 -1.480 2.697
O -3.512 -1.089 -1.496
O 1.474 -3.179 2.485
O 2.552 0.730 -2.543
O 4.259 0.249 -1.103
O -3.460 -2.430 -1.750
N -3.584 2.651 0.998
N -1.974 0.790 0.662
N -1.632 1.200 1.864
C 2.618 -1.687 -1.947
C 1.016 -1.721 -1.918
C 0.155 -0.613 1.768
C 3.153 -0.164 -1.889
C 0.420 -2.232 -0.487
C -2.162 -0.531 -1.629
C -2.891 3.942 0.705
C 3.921 0.281 0.311
C -3.141 1.577 0.052
C 3.007 1.527 0.734
C -1.492 -0.242 -0.192
C -0.270 -1.072 0.353
C -0.550 0.557 2.487
H -4.607 2.726 0.962
H -2.974 4.621 1.631
H 3.373 -0.694 0.554
H 2.359 -3.419 2.110
H -1.569 -1.294 -2.229
H 3.610 2.386 1.185
H -0.225 0.905 3.527
H 4.906 0.375 0.886
H 0.522 -0.748 -2.260
H 2.318 1.899 -0.113
H 3.010 -2.106 -2.946
H 2.290 1.156 1.561
H -3.421 4.433 -0.177
H -2.886 2.000 -0.974
H -4.021 -2.556 -2.548
H 0.701 -2.514 -2.696
H -1.774 3.755 0.514
H -2.184 0.432 -2.260
H -0.372 -3.023 -0.703
H 3.102 -2.332 -1.122
H -4.052 0.874 -0.035
H 1.285 -2.745 0.044



45
Properties=species:S:1:pos:R:3 method="wB97M-V/def2-TZVPD" total_charge=+1 lumo_energy_ha=-0.1759 total_energy_ha=-4651.04425 mol_weight_g_mol=447.333 max_force_ev_per_a=0.73
Br -2.994 -0.401 0.840
S 4.206 -0.325 -0.096
S 0.872 1.621 -3.670
P -3.748 0.996 2.364
O 4.189 0.970 0.536
O -2.974 0.515 3.690
O 2.215 1.508 -4.178
O 2.962 -1.040 -0.287
O -0.178 2.186 -4.477
N -5.399 0.240 2.679
C 0.325 0.027 -3.044
C -6.883 -1.588 2.941
C 5.374 -1.403 0.722
C 5.069 -0.238 -1.671
C 6.082 -2.120 -0.425
C 6.360 -1.045 -1.486
C -7.658 0.667 3.234
C -7.909 -0.695 3.231
C -6.384 1.113 2.953
C 0.892 2.460 -2.087
C 0.238 0.181 -1.522
C -0.073 1.655 -1.224
C -5.631 -1.088 2.668
H -6.132 2.166 2.950
H -8.428 1.390 3.455
H 6.058 -0.769 1.284
H 6.681 -1.482 -2.429
H -7.044 -2.656 2.933
H -1.106 1.888 -1.499
H -4.793 -1.731 2.433
H -3.031 -0.439 3.861
H 4.415 -0.674 -2.424
H 6.997 -2.601 -0.085
H 1.200 -0.080 -1.082
H 5.430 -2.892 -0.839
H 1.049 -0.725 -3.348
H -0.518 -0.485 -1.106
H 7.159 -0.388 -1.139
H -0.641 -0.186 -3.500
H 1.910 2.404 -1.701
H 0.602 3.497 -2.236
H -8.900 -1.068 3.456
H 5.248 0.808 -1.904
H 0.058 1.890 -0.168
H 4.834 -2.064 1.396



What did the third record say?
38
Properties=species:S:1:pos:R:3 method="wB97M-V/def2-TZVPD" smiles="CC(C)CCn1nc2c(cc1=O)CCNCC2" lumo_energy_ha=0.0097 total_energy_ha=-747.37134 relative_energy_kj_mol=340.6 mol_weight_g_mol=235.331 max_force_ev_per_a=3.64
O 1.516 2.481 -2.202
N -0.766 -3.080 0.268
N 0.272 1.989 -0.361
N -0.605 1.142 0.308
C 0.388 -2.909 -0.642
C 3.166 2.024 3.037
C 2.060 3.045 1.013
C 1.819 2.336 2.346
C 0.724 0.335 -2.112
C 0.828 1.674 -1.586
C -1.933 -2.308 0.203
C 0.862 3.078 3.245
C -1.598 -0.987 0.741
C 0.629 3.197 0.269
C 0.083 -1.974 -1.882
C -0.663 -0.117 -0.150
C 0.045 -0.598 -1.410
H 0.713 -2.030 -2.821
H -2.687 -2.837 0.926
H -2.546 -0.416 0.899
H 1.332 1.416 2.235
H 0.828 -3.794 -1.029
H 3.533 1.083 2.601
H 0.981 4.156 3.013
H -0.201 2.788 3.126
H 3.938 2.713 2.798
H -1.191 -1.193 1.790
H -0.905 -2.312 -2.231
H 1.102 2.926 4.264
H 3.091 1.913 4.093
H -2.348 -2.168 -0.803
H 1.062 -2.557 0.037
H 2.446 4.057 1.194
H -0.060 3.434 1.010
H 1.145 0.173 -3.101
H 2.722 2.621 0.299
H 0.690 3.910 -0.466
H -0.364 -3.104 1.189